Entry from OMol25: an isolated molecule of C4H7NO (wB97M-V/def2-TZVPD).

Geometry as XYZ:
```
13
Properties=species:S:1:pos:R:3:lowdin_charge:R:1
C 1.33 -0.16 -1.03 -0.094
N 0.34 0.36 -0.13 -0.218
C 0.11 -0.19 1.21 -0.093
C -1.28 0.42 1.06 -0.355
O -2.09 0.93 1.79 0.115
C -1.09 0.29 -0.45 -0.099
H 1.28 -1.25 -1.19 0.084
H 1.20 0.34 -2.00 0.084
H 2.33 0.11 -0.67 0.083
H -0.01 -1.30 1.24 0.126
H 0.78 0.13 2.01 0.119
H -1.48 1.04 -1.13 0.120
H -1.43 -0.73 -0.73 0.128
```

* orbital gap: 10.2 eV
* total energy: -286.5522 Eh
* max |F|: 0.69 eV/A
* 2S+1: 1
* energy relative to the best compared isomer or geometry (same formula, charge and spin): 2.163 eV
* E_HOMO: -9.2 eV
* SMILES: CN1CC(=O)C1